i | This record from OMol25 describes a 2-piece molecular cluster, C7H14O overall. The level of theory is wB97M-V/def2-TZVPD.

Calculated values
HOMO-LUMO gap ... 9.5576 eV
Highest occupied orbital energy ... -8.77 eV

XYZ file:
```
22
C7H14O | OMol25 | wB97M-V/def2-TZVPD
C -0.79021 -2.51592 -1.00386
C -0.75337 -2.29610 0.51914
C -0.21730 -0.92722 0.59997
C -0.90906 0.05846 1.14198
C -0.60939 1.47695 1.11347
C -0.95038 1.93932 -0.12334
C -0.78790 3.43008 -0.57309
H 0.13067 -2.74375 -1.44714
H -1.40969 -3.54894 -1.05687
H -1.25202 -1.60769 -1.67003
H -0.17087 -3.08615 0.95764
H -1.77930 -2.41631 0.87630
H 0.83295 -0.73234 0.27698
H -1.75816 -0.21085 1.81782
H -0.06343 1.91917 1.89587
H -1.51709 1.34198 -0.90497
H -1.77909 3.90258 -0.47065
H -0.51326 3.40444 -1.62621
H -0.08541 4.03508 0.03967
H 3.56428 -1.41058 -1.34042
H 4.17061 0.03851 -1.30108
O 3.96693 -0.73481 -0.76157
```

Let us look at the natural (NBO) charges, expressed in e, one per atom:
1. C -0.59
2. C -0.44
3. C -0.18
4. C -0.22
5. C -0.26
6. C -0.14
7. C -0.65
8. H 0.20
9. H 0.20
10. H 0.21
11. H 0.21
12. H 0.21
13. H 0.21
14. H 0.19
15. H 0.22
16. H 0.20
17. H 0.21
18. H 0.21
19. H 0.21
20. H 0.47
21. H 0.47
22. O -0.94

ii | This record from OMol25 describes a 2-piece molecular cluster, C7H14O overall. The level of theory is wB97M-V/def2-TZVPD.

Calculated values
HOMO-LUMO gap ... 9.1995 eV
Highest occupied orbital energy ... -8.49 eV

XYZ file:
```
22
C7H14O | OMol25 | wB97M-V/def2-TZVPD
C -0.04476 -3.27873 1.44652
C 0.59759 -1.90076 1.65003
C 0.10040 -0.85180 0.49473
C -0.99094 -0.11920 0.69512
C -1.42511 0.93548 -0.34171
C -0.62941 1.86475 -0.84039
C -1.20573 3.01831 -1.51464
H -1.00909 -3.25142 1.82605
H 0.23357 -3.64520 0.53080
H 0.46726 -4.03292 2.00215
H 1.67400 -1.89983 1.55080
H 0.39199 -1.44553 2.63818
H 0.86665 -0.62471 -0.24696
H -1.57490 -0.12384 1.59556
H -2.53306 0.92191 -0.39098
H 0.44949 1.65740 -0.66652
H -0.87590 3.96091 -1.11953
H -2.29689 2.88509 -1.36537
H -1.06345 3.26477 -2.59296
H 2.51441 1.55366 -1.78451
H 3.58930 0.43103 -2.02086
O 2.76457 0.68061 -1.54553
```

Let us look at the natural (NBO) charges, expressed in e, one per atom:
1. C -0.61
2. C -0.42
3. C -0.17
4. C -0.24
5. C -0.20
6. C -0.20
7. C -0.65
8. H 0.21
9. H 0.21
10. H 0.20
11. H 0.20
12. H 0.20
13. H 0.22
14. H 0.20
15. H 0.19
16. H 0.20
17. H 0.22
18. H 0.21
19. H 0.21
20. H 0.47
21. H 0.48
22. O -0.95

iii | This record from OMol25 describes a 2-piece molecular cluster, C7H14O overall. The level of theory is wB97M-V/def2-TZVPD.

Calculated values
HOMO-LUMO gap ... 9.4405 eV
Highest occupied orbital energy ... -8.62 eV

XYZ file:
```
22
C7H14O | OMol25 | wB97M-V/def2-TZVPD
C 2.87263 -1.34292 -0.15489
C 1.64716 -0.76037 0.53757
C 0.65285 -0.03307 -0.35500
C -0.41680 0.53593 0.19964
C -0.73279 0.64646 1.64886
C -0.80898 1.75971 2.35825
C 0.75029 -0.09539 -1.83832
H 3.44664 -0.58288 -0.68672
H 2.48647 -1.85939 -1.05242
H 3.36628 -2.10821 0.42519
H 1.15739 -1.58194 1.06990
H 1.90409 -0.07520 1.35152
H -1.09613 1.17136 -0.36755
H -0.97136 -0.32813 2.07324
H -1.13912 1.74372 3.38870
H -0.54185 2.73485 1.98045
H 0.79712 -1.15288 -2.10939
H 1.63781 0.33775 -2.31300
H -0.11719 0.31433 -2.34965
H -5.54311 0.73840 -1.13128
H -4.55864 -0.20743 -1.77174
O -4.79276 0.14528 -0.90335
```

Let us look at the natural (NBO) charges, expressed in e, one per atom:
1. C -0.61
2. C -0.44
3. C 0.04
4. C -0.25
5. C -0.20
6. C -0.39
7. C -0.64
8. H 0.21
9. H 0.20
10. H 0.22
11. H 0.21
12. H 0.22
13. H 0.21
14. H 0.20
15. H 0.20
16. H 0.19
17. H 0.21
18. H 0.21
19. H 0.22
20. H 0.47
21. H 0.47
22. O -0.93

iv | This record from OMol25 describes a 2-piece molecular cluster, C7H14O overall. The level of theory is wB97M-V/def2-TZVPD.

Calculated values
HOMO-LUMO gap ... 4.9965 eV
Highest occupied orbital energy ... -6.95 eV

XYZ file:
```
22
C7H14O | OMol25 | wB97M-V/def2-TZVPD
C -3.32301 0.62981 -0.26864
C -1.99150 1.30323 -0.64780
C -0.86529 0.49806 -0.11086
C 0.25110 1.05567 0.60873
C 2.37322 -1.84903 -0.35561
C 1.09463 -1.08583 -0.67913
C 0.46631 -0.40169 0.53265
H -4.15960 1.06097 -0.82499
H -3.55008 0.68164 0.78975
H -3.27310 -0.43008 -0.53311
H -1.94229 1.35332 -1.76056
H -1.97982 2.30666 -0.23440
H 0.41134 1.42329 1.61516
H 0.74130 1.67871 -0.17435
H 3.04182 -2.12201 -1.16746
H 2.87579 -1.24725 0.41198
H 2.16481 -2.77980 0.16575
H 1.36487 -0.28293 -1.35865
H 0.17734 -0.93684 1.42676
H 3.09929 0.69631 2.20982
H 0.36153 -1.67481 -1.22493
O 2.66134 0.12260 1.57989
```

Let us look at the natural (NBO) charges, expressed in e, one per atom:
1. C -0.59
2. C -0.54
3. C 0.45
4. C -0.61
5. C -0.66
6. C -0.43
7. C 0.07
8. H 0.23
9. H 0.22
10. H 0.22
11. H 0.28
12. H 0.22
13. H 0.33
14. H 0.29
15. H 0.21
16. H 0.32
17. H 0.19
18. H 0.20
19. H 0.25
20. H 0.43
21. H 0.21
22. O -1.28

Most stable structure - iii; separation to the second - 0.808 eV.

i | This record from OMol25 describes a 2-piece molecular cluster, C3H10OS2 overall. The level of theory is wB97M-V/def2-TZVPD.

Calculated values
HOMO-LUMO gap ... 8.0029 eV
Highest occupied orbital energy ... -9.03 eV

XYZ file:
```
16
C3H10OS2 | OMol25 | wB97M-V/def2-TZVPD
C -1.64566 1.84232 -1.51040
C -0.96278 2.06758 -0.14275
S 0.46344 1.18565 0.25480
S -0.67200 -0.97621 -0.06112
C -0.17254 -1.40527 1.63586
H -2.56265 2.44619 -1.47521
H -1.94818 0.82262 -1.60161
H -1.08573 2.09283 -2.39992
H -0.59782 3.12388 -0.17643
H -1.74167 1.84729 0.59133
H -0.45308 -0.67109 2.41058
H -0.69425 -2.33058 1.92484
H 0.89926 -1.50436 1.53210
H 2.27376 -1.95861 -0.85447
H 2.44470 -2.49872 0.42667
O 2.91027 -2.58343 -0.42081
```

Let us look at the natural (NBO) charges, expressed in e, one per atom:
1. C -0.60
2. C -0.60
3. S 0.16
4. S 0.03
5. C -0.74
6. H 0.21
7. H 0.21
8. H 0.21
9. H 0.24
10. H 0.22
11. H 0.23
12. H 0.23
13. H 0.20
14. H 0.47
15. H 0.45
16. O -0.92

ii | This record from OMol25 describes a 2-piece molecular cluster, C3H10OS2 overall. The level of theory is wB97M-V/def2-TZVPD.

Calculated values
HOMO-LUMO gap ... 9.2726 eV
Highest occupied orbital energy ... -8.79 eV

XYZ file:
```
16
C3H10OS2 | OMol25 | wB97M-V/def2-TZVPD
C 4.19823 0.62289 1.47704
S 3.55348 0.33573 -0.19875
S 1.64075 -0.36463 0.23175
H 4.53649 -0.31687 1.90390
H 5.04541 1.36567 1.54353
H 3.40738 1.03199 2.10999
H 1.39568 0.79425 0.86328
C -2.26411 -0.76769 -1.33945
O -3.09394 -0.45636 -2.44581
C -2.72567 -0.12389 -0.05470
H -1.18246 -0.73485 -1.54841
H -2.27618 -1.83453 -1.11948
H -3.56518 0.34202 -2.19105
H -2.68247 0.97742 -0.06625
H -2.13616 -0.56395 0.77309
H -3.85123 -0.30722 0.06132
```

Let us look at the natural (NBO) charges, expressed in e, one per atom:
1. C -0.76
2. S 0.09
3. S -0.13
4. H 0.22
5. H 0.24
6. H 0.22
7. H 0.12
8. C -0.07
9. O -0.71
10. C -0.64
11. H 0.17
12. H 0.16
13. H 0.46
14. H 0.20
15. H 0.22
16. H 0.21

iii | This record from OMol25 describes a 2-piece molecular cluster, C3H10OS2 overall. The level of theory is wB97M-V/def2-TZVPD.

Calculated values
HOMO-LUMO gap ... 9.7051 eV
Highest occupied orbital energy ... -9.17 eV

XYZ file:
```
16
C3H10OS2 | OMol25 | wB97M-V/def2-TZVPD
C 1.39807 -0.78161 2.85746
S 1.03853 -0.28604 1.14835
S 0.14039 -1.94241 0.37367
H 2.35841 -1.28294 2.88456
H 0.62782 -1.46174 3.18620
H 1.38522 0.10644 3.47212
H -1.10586 -1.84169 0.88952
C -1.33367 2.30603 -2.02829
O -1.94050 1.44494 -1.07030
C -0.32773 1.59834 -2.93377
H -2.14637 2.73620 -2.59950
H -0.84478 3.13246 -1.50369
H -1.31270 0.73660 -0.86700
H 0.69149 1.81618 -2.65493
H -0.47645 0.51297 -2.89663
H -0.48828 1.86728 -3.97278
```

Let us look at the natural (NBO) charges, expressed in e, one per atom:
1. C -0.74
2. S 0.08
3. S -0.14
4. H 0.22
5. H 0.23
6. H 0.23
7. H 0.12
8. C -0.06
9. O -0.72
10. C -0.65
11. H 0.17
12. H 0.15
13. H 0.46
14. H 0.21
15. H 0.21
16. H 0.22

Most stable structure - iii; separation to the second - 0.446 eV.

i | This record from OMol25 describes a 2-piece molecular cluster, C3H10OS2 overall. The level of theory is wB97M-V/def2-TZVPD.

Calculated values
HOMO-LUMO gap ... 9.9324 eV
Highest occupied orbital energy ... -9.77 eV

XYZ file:
```
16
C3H10OS2 | OMol25 | wB97M-V/def2-TZVPD
C 0.17957 -0.04821 -0.41619
O 0.09228 0.53440 -1.70642
C 1.28566 -1.07424 -0.39766
C 1.46770 -1.69999 0.97972
H 0.35796 0.73993 0.32639
H -0.78341 -0.49397 -0.14878
H -0.66868 1.12343 -1.70807
H 1.06259 -1.86284 -1.11687
H 2.19373 -0.58039 -0.75011
H 0.52073 -2.13219 1.31161
H 2.18027 -2.52318 0.92370
H 1.81644 -1.02965 1.76187
S -2.97617 1.61085 -0.51808
S -2.32907 3.32639 0.42750
H -3.41582 1.02250 0.60393
H -0.98379 3.08717 0.42745
```

Let us look at the natural (NBO) charges, expressed in e, one per atom:
1. C -0.05
2. O -0.73
3. C -0.42
4. C -0.61
5. H 0.14
6. H 0.15
7. H 0.47
8. H 0.20
9. H 0.21
10. H 0.20
11. H 0.21
12. H 0.20
13. S -0.14
14. S -0.13
15. H 0.14
16. H 0.13

ii | This record from OMol25 describes a 2-piece molecular cluster, C3H10OS2 overall. The level of theory is wB97M-V/def2-TZVPD.

Calculated values
HOMO-LUMO gap ... 9.6331 eV
Highest occupied orbital energy ... -9.10 eV

XYZ file:
```
16
C3H10OS2 | OMol25 | wB97M-V/def2-TZVPD
O -0.41674 0.15542 3.78353
H -1.14142 0.70454 3.40728
H -0.51196 -0.71813 3.34070
S 0.00000 0.00000 0.00000
S -0.77060 3.69387 4.14430
C 0.79055 0.81731 1.42037
C 0.41930 2.60964 3.34580
C -0.11575 1.94550 2.10962
H -1.13042 -0.21477 0.70607
H -1.09594 2.71724 5.01771
H 1.69076 1.39289 1.13091
H 1.07464 0.14375 2.25167
H 0.78794 1.83767 4.04838
H 1.28660 3.22310 3.03450
H -0.29765 2.72137 1.34125
H -1.06852 1.40712 2.27643
```

Let us look at the natural (NBO) charges, expressed in e, one per atom:
1. O -0.95
2. H 0.47
3. H 0.48
4. S -0.01
5. S -0.02
6. C -0.54
7. C -0.56
8. C -0.37
9. H 0.10
10. H 0.13
11. H 0.22
12. H 0.22
13. H 0.25
14. H 0.22
15. H 0.21
16. H 0.14

Most stable structure - i; separation to the second - 0.939 eV.